The molecule C4H8O at a distorted geometry. Source: the Open Molecules 2025 dataset; level of theory: ωB97M-V/def2-TZVPD.

Each atom is followed by the atoms it is bonded to, with distances in Å.
Element x y z (Å)
1 C -0.703 1.289 0.520  C2 1.512, H6 1.094, H7 1.093, H8 1.096
2 C -0.155 0.424 -0.592  C1 1.512, C3 1.501, C4 1.510, H9 1.089
3 C 1.225 -0.129 -0.384  C2 1.501, C4 1.490, H10 1.080, H11 1.089
4 C 0.054 -1.050 -0.336  C2 1.510, C3 1.490, O5 1.419, H12 1.078
5 O -0.383 -1.500 0.936  C4 1.419, H13 0.965
6 H -0.399 0.908 1.499  C1 1.094
7 H -1.794 1.344 0.500  C1 1.093
8 H -0.294 2.300 0.411  C1 1.096
9 H -0.418 0.747 -1.599  C2 1.089
10 H 1.740 -0.045 0.562  C3 1.080
11 H 1.851 -0.191 -1.272  C3 1.089
12 H 0.189 -1.795 -1.103  C4 1.078
13 H -0.913 -2.302 0.859  O5 0.965

The orbital gap is 10.23 eV. Its structure (SMILES) is C[C@H]1C[C@H]1O. The value obtained for the lowest unoccupied orbital energy is 0.9356 eV. The relative energy (zero: lowest compared OMol25 entry of this formula, charge and spin) is 130.7 kJ/mol.